Version A
The following is a DFT calculation (ωB97M-V/def2-TZVPD) of a 2-piece molecular cluster, C3H12N2O overall.

## Properties
Total charge ... +1
HOMO energy (alpha / beta) ... -11.62 / -11.62 eV
Spin multiplicity ... 2
HOMO-LUMO gap (alpha / beta) ... 8.1 / 3.0 eV

Each atom is followed by the atoms it is bonded to, with distances in Å.
Positions of all 18 atoms, in Å:
1 C -3.292 4.099 -1.647  O2 1.437, C3 1.512, H4 1.086, H5 1.100
2 O -3.064 3.831 -0.254  C1 1.437, H6 0.965
3 C -4.287 3.102 -2.196  C1 1.512, H7 1.083, H8 1.090, H9 1.085
4 H -2.332 3.979 -2.139  C1 1.086
5 H -3.627 5.137 -1.790  C1 1.100
6 H -3.060 4.680 0.205  O2 0.965
7 H -5.300 3.201 -1.826  C3 1.083
8 H -3.913 2.105 -1.966  C3 1.090
9 H -4.302 3.182 -3.278  C3 1.085
10 N 3.480 -3.989 2.825  C11 1.408, H13 1.020, H14 1.024
11 C 3.956 -4.040 1.500  N10 1.408, N12 1.425, H15 1.118, H16 1.109
12 N 3.262 -3.126 0.654  C11 1.425, H17 1.014, H18 1.015
13 H 2.715 -3.356 3.059  N10 1.020
14 H 3.954 -4.500 3.576  N10 1.024
15 H 3.736 -5.082 1.163  C11 1.118
16 H 5.046 -3.839 1.470  C11 1.109
17 H 3.614 -3.220 -0.293  N12 1.014
18 H 3.414 -2.164 0.938  N12 1.015

Version B
The following is a DFT calculation (ωB97M-V/def2-TZVPD) of a 2-piece molecular cluster, C3H12N2O overall.

## Properties
Total charge ... +1
HOMO energy (alpha / beta) ... -15.33 / -14.04 eV
Spin multiplicity ... 2
HOMO-LUMO gap (alpha / beta) ... 12.2 / 4.9 eV

Each atom is followed by the atoms it is bonded to, with distances in Å.
Positions of all 18 atoms, in Å:
1 N 0.763 0.018 1.986  C2 1.486, H6 1.016, H7 0.993
2 C 0.214 1.045 1.062  N1 1.486, C3 1.555, H8 1.062, H9 1.169
3 C -1.039 0.769 0.183  C2 1.555, N4 1.490, H10 1.131, H11 1.195
4 N -0.740 -0.271 -0.841  C3 1.490, C5 1.498, H12 1.005
5 C -1.232 -1.682 -0.732  N4 1.498, H13 1.114, H14 1.148, H15 1.080
6 H 1.298 0.662 2.561  N1 1.016
7 H 1.299 -0.600 1.424  N1 0.993
8 H 1.047 1.324 0.466  C2 1.062
9 H -0.256 1.919 1.681  C2 1.169
10 H -1.583 1.610 -0.341  C3 1.131
11 H -1.956 0.453 0.881  C3 1.195
12 H -1.361 0.032 -1.571  N4 1.005
13 H -2.140 -1.934 -1.327  C5 1.114
14 H -1.471 -1.808 0.383  C5 1.148
15 H -0.437 -2.404 -0.841  C5 1.080
16 H 1.723 0.127 -2.387  O18 1.039
17 H 0.947 0.271 -1.141  O18 0.968
18 O 1.884 0.166 -1.360  H16 1.039, H17 0.968

Most stable: version A (next structure +39.5 kcal/mol)

Version A
The following is a DFT calculation (ωB97M-V/def2-TZVPD) of a 3-piece molecular cluster, C3H12N2O overall.

## Properties
Total charge ... +1
HOMO energy (alpha / beta) ... -14.47 / -13.44 eV
Spin multiplicity ... 2
HOMO-LUMO gap (alpha / beta) ... 11.6 / 4.3 eV

Each atom is followed by the atoms it is bonded to, with distances in Å.
Positions of all 18 atoms, in Å:
1 C 2.196 0.625 1.534  C2 1.347, H4 1.085, H6 1.078
2 C 2.375 1.516 0.540  C1 1.347, H7 1.084, H8 1.082
3 N -2.578 -0.820 0.971  H9 1.011, H10 1.008, H11 1.012
4 H 3.028 0.205 2.090  C1 1.085
5 H -0.441 0.082 0.186  O14 0.979
6 H 1.241 0.302 1.915  C1 1.078
7 H 3.350 1.943 0.339  C2 1.084
8 H 1.570 1.821 -0.117  C2 1.082
9 H -2.816 -0.552 1.916  N3 1.011
10 H -2.215 -1.761 0.989  N3 1.008
11 H -3.424 -0.762 0.418  N3 1.012
12 N -0.803 0.179 -1.999  C13 1.408, H15 1.008, H16 1.006
13 C 0.032 -0.781 -1.395  N12 1.408, O14 1.457, H17 1.090, H18 1.096
14 O 0.086 -0.733 0.060  H5 0.979, C13 1.457
15 H -1.780 -0.061 -2.066  N12 1.008
16 H -0.570 1.152 -1.900  N12 1.006
17 H -0.306 -1.759 -1.738  C13 1.090
18 H 1.055 -0.594 -1.741  C13 1.096

Version B
The following is a DFT calculation (ωB97M-V/def2-TZVPD) of a 3-piece molecular cluster, C3H12N2O overall.

## Properties
Total charge ... +1
HOMO energy (alpha / beta) ... -13.50 / -13.46 eV
Spin multiplicity ... 2
HOMO-LUMO gap (alpha / beta) ... 9.9 / 4.5 eV

Each atom is followed by the atoms it is bonded to, with distances in Å.
Positions of all 18 atoms, in Å:
1 C 2.039 -0.959 0.882  C2 1.337, H4 1.086, H6 1.095
2 C 2.350 -0.323 -0.252  C1 1.337, H7 1.082, H8 1.092
3 N 0.166 1.109 -2.131  H9 0.999, H10 1.005, H11 1.021
4 H 1.532 -1.916 0.970  C1 1.086
5 H 0.029 -0.664 0.512  O14 0.993
6 H 2.289 -0.488 1.838  C1 1.095
7 H 2.524 -0.863 -1.173  C2 1.082
8 H 2.372 0.767 -0.327  C2 1.092
9 H 1.079 1.285 -1.767  N3 0.999
10 H -0.501 0.435 -1.796  N3 1.005
11 H 0.388 0.662 -3.022  N3 1.021
12 N -1.607 1.034 1.103  C13 1.475, H15 1.030, H16 1.025
13 C -1.973 -0.327 0.670  N12 1.475, O14 1.365, H17 1.090, H18 1.100
14 O -0.840 -0.751 0.039  H5 0.993, C13 1.365
15 H -1.049 1.533 0.395  N12 1.030
16 H -1.101 1.016 1.994  N12 1.025
17 H -2.878 -0.217 0.073  C13 1.090
18 H -2.263 -0.881 1.576  C13 1.100

Most stable: version A (next structure +16.3 kcal/mol)

Version A
The following is a DFT calculation (ωB97M-V/def2-TZVPD) of a 2-piece molecular cluster, C3H6O2S overall.

## Properties
HOMO energy ... -8.48 eV
HOMO-LUMO gap ... 8.5 eV

Each atom is followed by the atoms it is bonded to, with distances in Å.
Positions of all 12 atoms, in Å:
1 C -1.315 -2.296 0.014  S6 1.624, H7 1.134, H11 1.087
2 C 1.331 2.038 0.720  C3 1.473, H8 1.116, H9 1.105, H10 1.101
3 C 1.045 0.797 -0.023  C2 1.473, O5 1.293
4 O -3.706 -3.042 -0.398  S6 1.498
5 O 1.215 0.789 -1.304  C3 1.293, H12 1.056
6 S -2.560 -3.188 0.555  C1 1.624, O4 1.498
7 H -1.532 -1.642 -0.887  C1 1.134
8 H 2.446 2.005 0.722  C2 1.116
9 H 1.098 2.219 1.785  C2 1.105
10 H 0.955 2.842 0.067  C2 1.101
11 H -0.292 -2.310 0.383  C1 1.087
12 H 1.315 1.787 -1.633  O5 1.056

Version B
The following is a DFT calculation (ωB97M-V/def2-TZVPD) of one molecule with the formula C3H6O2S.

## Properties
HOMO energy ... -9.22 eV
HOMO-LUMO gap ... 10.0 eV

Each atom is followed by the atoms it is bonded to, with distances in Å.
Positions of all 12 atoms, in Å:
1 C -0.591 2.411 -0.037  O2 1.457, H7 1.184, H8 1.056, H9 1.019
2 O 0.248 1.294 -0.450  C1 1.457, C3 1.357
3 C -0.154 0.112 0.082  O2 1.357, O4 1.197, S5 1.841
4 O -0.919 -0.207 0.945  C3 1.197
5 S 0.695 -0.887 -1.210  C3 1.841, C6 1.879
6 C 0.691 -2.450 -0.167  S5 1.879, H10 1.257, H11 1.053, H12 1.158
7 H 0.017 3.259 -0.597  C1 1.184
8 H -1.622 2.207 0.059  C1 1.056
9 H -0.365 2.556 0.947  C1 1.019
10 H -0.319 -2.761 0.514  C6 1.257
11 H 0.922 -3.240 -0.824  C6 1.053
12 H 1.396 -2.295 0.738  C6 1.158

Most stable: version B (next structure +69.2 kcal/mol)

Version A
The following is a DFT calculation (ωB97M-V/def2-TZVPD) of one molecule with the formula C3H6O2S.

## Properties
HOMO energy ... -8.86 eV
HOMO-LUMO gap ... 8.6 eV

Each atom is followed by the atoms it is bonded to, with distances in Å.
Positions of all 12 atoms, in Å:
1 O 0.627 0.103 -1.362  C2 1.437, H7 1.052
2 C 0.296 0.970 -0.265  O1 1.437, C3 1.460, H8 1.210, H9 1.181
3 C -0.670 0.110 0.413  C2 1.460, O4 1.444, C5 1.615, H10 1.112
4 O -1.502 -0.438 -0.633  C3 1.444, H11 0.960
5 C 0.162 -1.058 1.157  C3 1.615, S6 1.584, H12 1.127
6 S 1.075 -0.755 2.416  C5 1.584
7 H 0.764 0.500 -2.326  O1 1.052
8 H 0.056 2.096 -0.635  C2 1.210
9 H 1.270 1.009 0.403  C2 1.181
10 H -1.229 0.441 1.315  C3 1.112
11 H -0.853 -0.915 -1.156  O4 0.960
12 H 0.003 -2.063 0.673  C5 1.127

Version B
The following is a DFT calculation (ωB97M-V/def2-TZVPD) of a 2-piece molecular cluster, C3H6O2S overall.

## Properties
HOMO energy (alpha / beta) ... -8.71 / -9.06 eV
HOMO-LUMO gap (alpha / beta) ... 6.8 / 9.2 eV

Each atom is followed by the atoms it is bonded to, with distances in Å.
Positions of all 12 atoms, in Å:
1 C -0.340 0.307 0.821  O5 1.272, S6 1.708
2 C 2.983 -0.149 -0.419  H7 1.097, H8 1.130, H9 1.015
3 C -2.548 -0.512 0.556  O5 1.435, H10 1.166, H11 1.005, H12 1.086
4 O -1.505 1.727 2.922  S6 1.507
5 O -1.120 -0.636 0.475  C1 1.272, C3 1.435
6 S -0.402 1.630 1.900  C1 1.708, O4 1.507
7 H 3.962 0.201 -0.072  C2 1.097
8 H 2.503 -0.244 -1.439  C2 1.130
9 H 2.350 -0.457 0.313  C2 1.015
10 H -3.022 -0.219 1.580  C3 1.166
11 H -2.865 -1.442 0.345  C3 1.005
12 H -2.914 0.320 -0.037  C3 1.086

Version C
The following is a DFT calculation (ωB97M-V/def2-TZVPD) of one molecule with the formula C3H6O2S.

## Properties
HOMO energy ... -10.06 eV
HOMO-LUMO gap ... 10.8 eV

Each atom is followed by the atoms it is bonded to, with distances in Å.
Positions of all 12 atoms, in Å:
1 C 0.395 1.149 -1.559  O2 1.395, H7 1.099, H8 1.101, H9 1.083
2 O -0.337 0.930 -0.392  C1 1.395, C3 1.379
3 C 0.421 0.301 0.573  O2 1.379, S4 1.823, H10 1.102, H11 1.100
4 S -0.556 -0.148 2.046  C3 1.823, C5 1.770
5 C -1.076 -1.703 1.379  S4 1.770, O6 1.214, H12 1.106
6 O -0.792 -2.282 0.351  C5 1.214
7 H 0.732 0.167 -1.920  C1 1.099
8 H 1.245 1.831 -1.405  C1 1.101
9 H -0.264 1.552 -2.318  C1 1.083
10 H 1.212 0.983 0.923  C3 1.102
11 H 0.844 -0.658 0.240  C3 1.100
12 H -1.822 -2.121 2.080  C5 1.106

Most stable: version C (next structure +36.6 kcal/mol)